Record 1
The following is a quantum chemistry calculation of a structure of composition C5H16Cl2O3, from OMol25.

Multiplicity   1
Relative energy (zero: lowest compared OMol25 entry of this formula, charge and spin)   269.9 kcal per mole
Gap between HOMO and LUMO   9.271 eV
Total charge   0

Atoms and positions in Å:
Cl (-2.636499, -0.091793, -1.521964)
C (-0.986179, -0.273483, -0.892864)
C (-0.101909, -1.333133, -1.584724)
Cl (-0.036909, -1.087743, -3.353654)
H (-0.884049, -0.349123, 0.189696)
H (-0.574329, 0.735667, -0.883254)
H (-0.525569, -2.306053, -1.335654)
H (0.864411, -1.451153, -1.094434)
C (3.143461, 0.973067, 0.216536)
O (2.225501, 0.270897, -0.582804)
H (3.793531, 0.564237, 0.990076)
H (3.770681, 1.488117, -0.511074)
H (2.535561, 1.822827, 0.527126)
H (1.905651, 0.795857, -1.320174)
C (0.378881, -0.799593, 1.419046)
O (0.762401, -0.116163, 0.304776)
H (0.435681, -1.877693, 1.268796)
H (1.006331, -0.566803, 2.279416)
H (-0.624029, -0.487083, 1.709906)
H (1.722271, -0.106373, 0.317456)
C (-2.357169, 0.642347, 0.685586)
O (-3.774689, 0.331497, 0.808196)
H (-2.191289, 1.562557, 1.245766)
H (-1.759779, -0.114503, 1.193906)
H (-1.892079, 0.825937, -0.282964)
H (-4.199889, 0.947697, 0.207276)

Atoms 1-3, force components in eV/Å:
Cl -0.7 -3.2 -5.0
C 2.7 -1.7 -2.6
C -1.4 -0.6 0.2

Record 2
The following is a quantum chemistry calculation of an isolated molecule of C2HNO3S, from OMol25.

Multiplicity   1
Structure (SMILES)   O=c1[nH]c1=S(=O)=O
Relative energy (zero: lowest compared OMol25 entry of this formula, charge and spin)   114.0 kcal per mole
Gap between HOMO and LUMO (spin up / spin down)   7.739 / 7.647 eV
Total charge   0

Atoms and positions in Å:
C (0.915350, 1.130387, -0.096239)
C (0.082934, 0.197729, -0.742051)
N (1.318681, -0.157661, -0.148696)
O (1.222758, 2.182817, 0.249550)
O (-2.561499, -0.023152, -0.302860)
O (-1.083394, -1.953344, 0.264412)
S (-1.291004, -0.557915, 0.087271)
H (1.396173, -0.818864, 0.688611)

Atoms 1-3, force components in eV/Å:
C 0.6 -0.1 -0.4
C -2.0 -2.2 -0.1
N 1.1 -2.3 1.6

Record 3
The following is a quantum chemistry calculation of a cluster of 11 separate species, C19H29Cl30N4O4S in total, from OMol25.

Multiplicity   1
Gap between HOMO and LUMO   7.470 eV
Total charge   +1

Atoms and positions in Å:
C (5.940478, -1.274637, 4.479463)
C (5.050212, -1.073362, 3.164120)
C (6.066302, -1.320291, 1.918793)
C (3.972274, -2.237320, 3.086925)
C (2.488766, -1.874652, 3.442536)
N (1.554695, -2.985048, 3.422260)
N (0.402139, -2.392949, 3.720819)
N (0.519446, -1.089965, 3.925037)
C (-0.635996, -0.235879, 4.244688)
S (-1.799226, -0.403654, 2.768933)
O (-0.891529, -0.242702, 1.569246)
O (-2.377430, -1.797576, 2.693454)
N (1.814162, -0.690924, 3.792112)
O (2.377372, 0.510256, 3.940591)
C (2.026100, 1.416140, 2.845823)
C (2.974335, 2.714783, 2.961982)
C (4.008309, 2.836388, 1.755674)
O (3.733695, 2.553148, 4.189032)
H (6.972695, -0.813469, 4.335927)
H (6.141562, -2.395769, 4.574277)
H (5.412024, -0.892779, 5.400781)
H (4.656421, -0.028051, 3.026786)
H (7.143226, -1.111859, 2.195993)
H (5.754872, -0.633046, 1.065672)
H (6.013447, -2.376426, 1.519636)
H (3.964394, -2.646877, 2.021846)
H (4.280687, -3.112422, 3.747655)
H (-1.165334, -0.625893, 5.168130)
H (-0.378488, 0.859320, 4.307937)
H (-2.811478, 0.551608, 2.799583)
H (2.146189, 0.956480, 1.820936)
H (0.963351, 1.819194, 2.925442)
H (2.374103, 3.673076, 3.103643)
H (3.499156, 3.380592, 0.907244)
H (4.915472, 3.425319, 2.109867)
H (4.301679, 1.769557, 1.483381)
H (4.384392, 3.272514, 4.277174)
C (-4.792826, -4.752087, 2.206256)
Cl (-6.132645, -3.893375, 1.433165)
Cl (-5.261385, -5.313392, 3.817187)
Cl (-4.263495, -6.107740, 1.203204)
H (-3.960252, -4.061042, 2.313903)
C (-4.061736, -3.587693, -2.003419)
Cl (-3.087602, -3.071395, -0.620598)
Cl (-4.238048, -2.268325, -3.167003)
Cl (-3.341066, -5.005526, -2.776616)
H (-5.050349, -3.860215, -1.642317)
C (6.380790, 6.629949, 1.628692)
Cl (5.018063, 7.453787, 0.859584)
Cl (5.922443, 6.033941, 3.231900)
Cl (6.959279, 5.301544, 0.614169)
H (7.189689, 7.345857, 1.749045)
C (8.179811, 1.689009, -0.885118)
Cl (8.902650, 0.482459, 0.184094)
Cl (6.423669, 1.701626, -0.690745)
Cl (8.853424, 3.290233, -0.563446)
H (8.406934, 1.419695, -1.913130)
C (-5.363060, -4.030321, -6.608670)
Cl (-5.534635, -2.295460, -6.914608)
Cl (-6.571450, -4.579290, -5.440239)
Cl (-5.499005, -4.941301, -8.118090)
H (-4.376057, -4.207830, -6.189244)
C (-4.117462, -2.357141, -10.620905)
Cl (-4.540063, -3.485999, -11.914307)
Cl (-2.365351, -2.304649, -10.388161)
Cl (-4.745900, -0.741140, -10.973830)
H (-4.574475, -2.707214, -9.698922)
C (-8.442525, 0.071242, -11.731381)
Cl (-8.619580, 1.808355, -12.020418)
Cl (-9.650712, -0.493336, -10.569636)
Cl (-8.571492, -0.826867, -13.248364)
H (-7.456479, -0.106293, -11.312061)
C (-10.407310, 4.274453, -9.133471)
Cl (-9.699182, 3.054104, -8.067471)
Cl (-12.166449, 4.308201, -8.958310)
Cl (-9.718501, 5.868687, -8.798443)
H (-10.171042, 4.008798, -10.160465)
C (-6.597930, -3.697356, 7.322988)
Cl (-5.894826, -4.910058, 8.402358)
Cl (-8.353880, -3.638427, 7.514180)
Cl (-5.885040, -2.105930, 7.627465)
H (-6.374835, -3.981098, 6.296437)
C (8.293472, 6.259787, 6.879260)
Cl (8.352734, 7.402012, 5.530557)
Cl (7.791378, 4.658032, 6.316547)
Cl (9.861400, 6.170277, 7.688963)
H (7.558435, 6.615626, 7.596031)

Atoms 1-3, force components in eV/Å:
C -0.2 -0.2 -0.5
C 2.1 -1.2 -0.5
C -0.6 0.4 -0.2